[1]
The following is a DFT calculation (ωB97M-V/def2-TZVPD) of a cluster of 13 separate species, H26O13 in total.

```
39
Properties=species:S:1:pos:R:3
H 0.72632 -1.37085 -2.53140
O -1.22725 1.22097 2.58345
O -0.15138 -1.33933 -2.98326
O -1.17486 1.33642 -3.23384
O -3.27360 0.43378 0.04370
H 2.18570 0.57515 0.62940
H -1.75160 2.03129 2.60081
H -2.80426 -0.33767 -0.32194
H 1.16897 1.45384 -1.28819
H -2.92150 -2.55759 -1.19354
H 1.03926 -2.82781 0.84799
O 1.46091 1.90851 -2.08833
O -1.55600 -2.31359 2.21174
H 2.26889 1.58077 3.54142
H -0.50883 -0.29685 -0.57709
H -0.89838 0.47220 -2.88584
H 0.59130 2.60442 1.72025
O -2.14195 -1.99798 -1.12144
O 2.07319 -1.61535 -1.53807
O 2.98609 0.66634 0.09726
O -0.06095 0.40737 -0.09095
O 1.26437 -2.03650 1.35627
H -0.16323 2.80255 0.41230
H 3.06019 1.61676 -0.04196
H 0.63573 2.11283 -2.56023
H 1.94571 -1.20816 -0.66717
H -1.60471 0.65856 3.26824
H 0.82083 1.25081 3.14254
H -0.89288 1.32426 -4.15388
H -0.24086 0.20950 0.83844
O 0.39832 3.26696 1.04683
H -1.66766 -2.08514 -1.96787
O 1.73106 1.26692 2.80705
H -1.63578 -1.99619 3.11502
H -3.79609 0.07441 0.76626
H 1.90806 -2.33672 2.00794
H 2.92051 -1.26150 -1.82988
H -0.00726 -1.72487 -3.85303
H -0.70640 -1.96853 1.89104
```

Frontier orbital gap   9.84 eV
HOMO level   -10.00 eV
Total energy   -27040.86247 eV

The Mulliken scheme yields these atomic charges, measured in e: number 1, H, carries 0.410; number 2, O, carries -0.512; number 3, O, carries -0.639; number 4, O, carries -0.670; number 5, O, carries -0.587; number 6, H, carries 0.192; number 7, H, carries 0.253; number 8, H, carries 0.312; number 9, H, carries 0.230; number 10, H, carries 0.277; number 11, H, carries 0.330; number 12, O, carries -0.691; number 13, O, carries -0.622; number 14, H, carries 0.249; number 15, H, carries -0.132; number 16, H, carries 0.407; number 17, H, carries 0.300; number 18, O, carries -0.612; number 19, O, carries -0.730; number 20, O, carries -0.678; number 21, O, carries 0.476; number 22, O, carries -0.539; number 23, H, carries 0.345; number 24, H, carries 0.328; number 25, H, carries 0.364; number 26, H, carries 0.343; number 27, H, carries 0.237; number 28, H, carries 0.345; number 29, H, carries 0.283; number 30, H, carries 0.020; number 31, O, carries -0.672; number 32, H, carries 0.284; number 33, O, carries -0.561; number 34, H, carries 0.274; number 35, H, carries 0.293; number 36, H, carries 0.239; number 37, H, carries 0.328; number 38, H, carries 0.244; number 39, H, carries 0.284

***

[2]
The following is a DFT calculation (ωB97M-V/def2-TZVPD) of a structure of composition C17H31N3P2Pt.

```
54
Properties=species:S:1:pos:R:3
C -2.03667 0.00020 -3.48096
H -0.25554 -0.34611 -2.46639
H -2.52266 -2.63698 -4.69716
N 0.60652 -1.16140 -0.46731
H -0.16725 0.79761 -7.44289
H -1.43149 3.64398 -5.28192
H -2.70705 -0.57797 -4.12592
H 1.74903 -3.42988 -4.21041
N -0.15442 0.66410 0.95648
C 0.69403 0.53572 -4.07628
H -3.49555 1.60040 -3.22999
H -1.61693 -0.69794 -5.97017
C -1.52175 2.23760 -2.70501
H -0.16276 3.64683 -3.42244
H -0.51826 3.47101 -6.81871
C -2.44338 1.46354 -3.53659
Pt 0.75860 -2.24140 -2.14157
H 2.09533 3.32119 -4.60890
N -0.15637 1.31131 3.35037
H 0.53455 2.00488 -1.19441
C 1.53360 0.94757 -2.79186
H -2.42304 1.87590 -4.55892
H -0.41557 -1.68130 -6.85474
H 1.64902 2.98573 -2.17425
H 1.27873 0.16743 -6.65326
C -0.54340 -0.94002 -6.06554
C -1.55433 -3.12718 -4.62403
H -2.28976 -0.33289 -2.46190
C 0.19484 0.34408 -6.49042
C -1.00553 2.91785 -5.99526
C 1.91932 2.49718 -5.32694
H 2.19434 -1.94095 -5.05446
H -1.87756 2.55719 -1.70577
C -0.12392 0.93594 2.23980
C 1.19627 -3.76290 -0.90663
C 0.29686 -0.43099 0.42207
H 0.22794 -3.80528 -0.39536
C -0.24335 2.59146 -3.08072
H 2.57575 1.12460 -3.05102
H -1.44360 -3.72676 -5.52746
H 2.09838 2.87014 -6.35037
H -1.62501 -3.82731 -3.80074
H 1.50555 0.14380 -2.05477
P 0.22936 1.78131 -5.19785
H 2.66114 1.70874 -5.10574
C 0.90784 2.17295 -2.21110
H 1.45821 -0.08425 -4.62798
P -0.16259 -1.99093 -4.33596
C 1.41593 -2.70363 -4.95731
H 1.99399 -3.55038 -0.17479
H 1.38558 -4.67777 -1.46400
H -1.82367 2.33622 -6.44648
H 1.28181 -3.18476 -5.92228
C -0.56121 -0.24410 -3.57086
```

Frontier orbital gap (alpha / beta)   6.37 / 6.01 eV
HOMO level (alpha / beta)   -6.72 / -7.14 eV
Multiplicity   3
<S²>   2.02
Total energy   -44416.16989 eV

The Mulliken scheme yields these atomic charges, measured in e: number 1, C, carries -1.329; number 2, H, carries -0.121; number 3, H, carries 0.382; number 4, N, carries -0.590; number 5, H, carries 0.515; number 6, H, carries 0.342; number 7, H, carries 0.157; number 8, H, carries 0.575; number 9, N, carries -0.452; number 10, C, carries 0.204; number 11, H, carries 0.559; number 12, H, carries 0.353; number 13, C, carries -1.065; number 14, H, carries 0.744; number 15, H, carries 0.474; number 16, C, carries -0.679; number 17, Pt, carries 0.365; number 18, H, carries 0.306; number 19, N, carries -0.561; number 20, H, carries 0.105; number 21, C, carries -0.966; number 22, H, carries 0.110; number 23, H, carries 0.720; number 24, H, carries 0.312; number 25, H, carries 0.400; number 26, C, carries -1.249; number 27, C, carries -1.237; number 28, H, carries 0.506; number 29, C, carries -1.117; number 30, C, carries -1.577; number 31, C, carries -1.493; number 32, H, carries 0.335; number 33, H, carries 0.265; number 34, C, carries 0.411; number 35, C, carries -1.015; number 36, C, carries 0.397; number 37, H, carries 0.288; number 38, C, carries -0.415; number 39, H, carries 0.417; number 40, H, carries 0.399; number 41, H, carries 0.430; number 42, H, carries 0.356; number 43, H, carries 0.295; number 44, P, carries 1.769; number 45, H, carries 0.404; number 46, C, carries -0.724; number 47, H, carries 1.031; number 48, P, carries 1.182; number 49, C, carries -1.425; number 50, H, carries 0.331; number 51, H, carries 0.295; number 52, H, carries 0.498; number 53, H, carries 0.405; number 54, C, carries -0.623

***

[3]
The following is a DFT calculation (ωB97M-V/def2-TZVPD) of the ion C21H23F4 with charge +1.

```
48
Properties=species:S:1:pos:R:3
H -1.08576 -1.95901 -0.26057
H -2.58032 -0.03712 -0.03441
H -0.51495 -4.25359 -0.15106
F 0.88997 2.08884 -3.76830
C -0.15751 -1.45583 -0.60031
C 0.21199 -0.55828 0.60748
C -1.82300 -0.81860 -2.63448
C -0.83765 1.01995 2.57547
C -1.31139 1.19597 -3.97704
H -1.69812 3.60033 1.92515
H -0.48621 0.31511 3.35818
C 2.86859 -3.49432 -1.84049
H 1.95010 3.10419 2.57904
H 1.84695 1.43378 3.20317
C -2.16072 0.16398 -3.58743
H 2.13600 -1.49619 -2.17690
H -1.23491 3.18242 4.47392
C 1.91329 -2.47660 -1.76159
C 0.32450 0.22588 -2.43388
C 0.44559 -4.00772 -0.63416
F 1.21422 -6.22542 -0.20186
H -0.10060 4.39416 1.99052
F -3.38540 0.16809 -4.21000
H 0.24397 2.31600 4.95598
C -1.96546 0.76864 0.36907
H -1.89238 1.20059 2.88902
C -0.81725 0.35990 1.17160
H 0.31994 -1.32494 1.43184
C 1.41162 2.14833 2.48822
C -0.08157 2.36603 2.75711
H 1.57007 1.78078 1.46779
F 4.03652 -3.21900 -2.49641
C 2.68470 -4.76570 -1.33696
C -0.58657 -0.69087 -1.92056
C 0.76757 -2.66631 -0.97376
H -2.57577 -1.57198 -2.36809
H 0.34710 3.91392 4.22665
H 1.02619 0.12081 0.16555
C -0.19993 2.95588 4.18212
C -0.61614 3.43948 1.79443
H 1.30299 0.31459 -1.95925
H 3.41072 -5.55343 -1.49936
C 1.44627 -4.98136 -0.73992
H -1.60651 1.33820 -0.49151
H -0.41486 3.16604 0.75101
H -1.50801 1.85195 -4.82768
H -2.65990 1.44206 0.90718
C -0.06794 1.18037 -3.38449
```

Frontier orbital gap   6.01 eV
HOMO level   -12.16 eV
Net charge   +1
Total energy   -33010.79697 eV

The Mulliken scheme yields these atomic charges, measured in e: number 1, H, carries 0.803; number 2, H, carries 0.457; number 3, H, carries 0.422; number 4, F, carries -0.300; number 5, C, carries 0.071; number 6, C, carries 0.014; number 7, C, carries -0.502; number 8, C, carries -1.638; number 9, C, carries -0.673; number 10, H, carries 0.330; number 11, H, carries 0.524; number 12, C, carries 0.355; number 13, H, carries 0.461; number 14, H, carries 0.382; number 15, C, carries 0.443; number 16, H, carries 0.390; number 17, H, carries 0.430; number 18, C, carries -0.769; number 19, C, carries -0.497; number 20, C, carries -0.637; number 21, F, carries -0.300; number 22, H, carries 0.476; number 23, F, carries -0.303; number 24, H, carries 0.416; number 25, C, carries -1.458; number 26, H, carries 0.511; number 27, C, carries 1.160; number 28, H, carries 0.479; number 29, C, carries -1.561; number 30, C, carries 1.862; number 31, H, carries 0.269; number 32, F, carries -0.301; number 33, C, carries -0.632; number 34, C, carries 0.123; number 35, C, carries -0.041; number 36, H, carries 0.514; number 37, H, carries 0.409; number 38, H, carries -0.103; number 39, C, carries -1.770; number 40, C, carries -1.605; number 41, H, carries 0.450; number 42, H, carries 0.479; number 43, C, carries 0.321; number 44, H, carries 0.270; number 45, H, carries 0.307; number 46, H, carries 0.476; number 47, H, carries 0.433; number 48, C, carries 0.055